Record 1
Below is one molecule with the formula C5H6O at a distorted geometry, with properties calculated with ωB97M-V/def2-TZVPD.

The geometry in XYZ format:
```
12
C5H6O | the Open Molecules 2025 dataset | ωB97M-V/def2-TZVPD
C 1.09631 0.81800 -1.30420
C 0.21067 0.21398 -0.29501
C -0.48388 -0.94647 -0.26718
C -1.02572 -1.04440 1.04726
C -0.59791 0.04229 1.73194
O 0.15912 0.82586 0.92228
H 1.07086 0.21975 -2.21851
H 2.11708 0.81942 -0.91179
H 0.80094 1.84535 -1.52722
H -0.65283 -1.63888 -1.08042
H -1.94977 -1.56471 1.15854
H -0.74486 0.40982 2.74431
```

Calculated values
Total charge: 0
M: 82.1 u
SMILES: Cc1ccco1
Energy above the lowest of the compared OMol25 structures with the same formula, charge and spin: 0.487 eV

***

Record 2
Below is one molecule with the formula C5H6O, with properties calculated with ωB97M-V/def2-TZVPD.

The geometry in XYZ format:
```
12
C5H6O | the Open Molecules 2025 dataset | ωB97M-V/def2-TZVPD
C 0.36356 0.15588 -1.63188
C -0.42397 0.73037 -0.46920
C -0.82835 1.96957 -0.56814
C -0.71387 -0.13912 0.71683
C 0.37335 -0.58370 1.59136
O -0.55239 0.40717 2.01060
H 0.39428 0.84417 -2.48141
H 1.39296 -0.05087 -1.31873
H -0.09237 -0.78290 -1.96209
H -1.58991 -0.78116 0.60794
H 1.38588 -0.22567 1.40636
H 0.29082 -1.54375 2.09836
```

Calculated values
Total charge: 0
M: 82.1 u
Energy above the lowest of the compared OMol25 structures with the same formula, charge and spin: 4.798 eV

***

Record 3
Below is one molecule with the formula C5H6O, with properties calculated with ωB97M-V/def2-TZVPD.

The geometry in XYZ format:
```
12
C5H6O | the Open Molecules 2025 dataset | ωB97M-V/def2-TZVPD
C -1.47416 -0.91956 -0.25811
C -0.11198 -0.30335 -0.24809
C 0.10422 1.15527 0.04475
O 1.45456 1.18105 0.54112
C 1.05562 -1.03648 -0.18098
C 1.92026 -0.04274 0.28805
H -1.33329 -1.98648 -0.06745
H -2.02129 -0.80492 -1.20097
H -2.08842 -0.48648 0.54270
H -0.57490 1.53934 0.81197
H 0.09381 1.84160 -0.81126
H 2.97558 -0.13725 0.53827
```

Calculated values
Total charge: 0
M: 82.1 u
SMILES: CC1=C=COC1
Energy above the lowest of the compared OMol25 structures with the same formula, charge and spin: 3.265 eV

***

Record 4
Below is one molecule with the formula C5H6O, with properties calculated with ωB97M-V/def2-TZVPD.

The geometry in XYZ format:
```
12
C5H6O | the Open Molecules 2025 dataset | ωB97M-V/def2-TZVPD
O 2.44386 -0.28028 0.63858
C 1.32459 0.12650 0.36084
C 1.30916 1.28224 -0.50222
C -1.04406 0.50754 0.12615
C -0.84260 -0.89425 -0.33954
C -0.01108 -0.35438 0.80527
H -0.62105 1.34419 -0.45234
H 1.24387 1.02499 -1.57247
H -1.95620 0.79981 0.62995
H -0.34051 -1.10105 -1.28120
H -1.61821 -1.60950 -0.08332
H -0.14243 -0.75488 1.80635
```

Calculated values
Total charge: 0
M: 82.1 u
Energy above the lowest of the compared OMol25 structures with the same formula, charge and spin: 4.627 eV

***

Record 5
Below is a 2-piece molecular cluster, C5H6O2 overall at a distorted geometry, with properties calculated with ωB97M-V/def2-TZVPD.

The geometry in XYZ format:
```
13
C5H6O2 | the Open Molecules 2025 dataset | ωB97M-V/def2-TZVPD
O -0.83196 -1.93671 1.61318
C -0.34898 -0.88980 1.79853
C 0.71213 -1.13311 -1.12776
C 0.23889 0.09549 -1.20365
C -0.74420 1.13345 -1.32553
O 0.67814 1.36904 -1.06659
C 0.17920 0.29095 2.03183
H 0.04957 -1.97992 -1.26220
H 1.76556 -1.30801 -0.93417
H -1.07794 1.46362 -2.30695
H -1.39931 1.35765 -0.48528
H 0.80824 0.76846 1.28964
H -0.02932 0.76888 2.97894
```

Calculated values
Total charge: 0
M: 98.1 u
SMILES: C=C1CO1.C=C=O
Energy above the lowest of the compared OMol25 structures with the same formula, charge and spin: 3.240 eV

***

Record 6
Below is a 2-piece molecular cluster, C5H6O2 overall at a distorted geometry, with properties calculated with ωB97M-V/def2-TZVPD.

The geometry in XYZ format:
```
13
C5H6O2 | the Open Molecules 2025 dataset | ωB97M-V/def2-TZVPD
C -0.85533 -1.60379 -1.59383
C -1.45901 -1.17260 -0.55253
C 1.09030 0.51101 1.65658
C 1.82318 1.57670 2.33449
C 0.44809 0.67112 0.46514
O 2.58756 1.35996 3.24948
O 0.38053 1.65970 -0.36124
H -1.29375 -2.48134 -2.28384
H 0.17869 -1.24328 -1.90592
H -2.25533 -0.72025 -0.03181
H 0.92285 -0.55196 2.02696
H 1.61827 2.59040 2.14145
H 0.79735 2.53233 0.06348
```

Calculated values
Total charge: 0
M: 98.1 u
Energy above the lowest of the compared OMol25 structures with the same formula, charge and spin: 7.165 eV

***

> Which value of M does entry 1 give?

82.1 u